Molecular formula: C21H45Cl12N3O3
Method: DFT, ωB97M-V/def2-TZVPD

The geometry in XYZ format:
```
84
C21H45Cl12N3O3, DFT ωB97M-V/def2-TZVPD
C -0.662 -0.406 -1.454
N -0.350 0.077 -0.136
C 0.747 -0.246 0.564
C 0.922 0.437 1.904
O 1.587 -1.059 0.166
H -1.275 -1.311 -1.438
H 0.246 -0.617 -2.021
H -1.176 0.381 -2.011
H -1.066 0.628 0.360
H -0.017 0.920 2.196
H 1.629 1.258 1.776
H 1.190 -0.306 2.644
C -0.979 -3.835 1.314
N 0.421 -3.478 1.276
C 1.406 -4.198 1.876
C 2.812 -3.744 1.532
O 1.189 -5.124 2.642
H -1.401 -3.708 2.321
H -1.098 -4.909 1.142
H -1.555 -3.218 0.635
H 0.711 -2.754 0.637
H 3.464 -4.601 1.399
H 3.232 -3.054 2.273
H 2.830 -3.086 0.657
C -2.766 4.085 2.186
N -3.408 2.855 2.625
C -3.189 1.678 2.022
C -3.896 0.478 2.612
O -2.424 1.596 1.059
H -3.094 4.350 1.183
H -1.690 3.917 2.096
H -2.938 4.808 2.972
H -4.129 2.995 3.305
H -4.629 0.830 3.338
H -3.157 -0.130 3.137
H -4.382 -0.149 1.873
Cl 4.799 -1.289 -0.589
C 4.727 -0.693 1.078
C 4.755 0.821 1.043
Cl 4.932 1.388 2.746
H 5.467 -1.141 1.732
H 3.755 -0.982 1.476
H 3.809 1.152 0.637
H 5.629 1.213 0.542
Cl 1.127 -2.726 -5.102
C 2.519 -2.487 -3.946
C 2.107 -2.917 -2.560
Cl 2.211 -4.698 -2.352
H 2.654 -1.409 -3.926
H 3.368 -3.024 -4.341
H 1.087 -2.670 -2.304
H 2.811 -2.473 -1.860
Cl -1.182 4.974 -2.459
C 0.060 4.106 -1.530
C 1.045 5.129 -0.995
Cl 2.404 4.257 -0.219
H 0.509 3.321 -2.126
H -0.453 3.675 -0.674
H 0.540 5.732 -0.246
H 1.447 5.797 -1.749
Cl -1.153 2.136 -5.248
C -0.743 0.539 -5.946
C -1.697 -0.516 -5.470
Cl -3.360 -0.190 -6.035
H 0.301 0.310 -5.732
H -0.755 0.649 -7.030
H -1.681 -0.609 -4.386
H -1.429 -1.506 -5.834
Cl -5.839 -1.733 -3.714
C -5.766 -0.236 -2.777
C -4.432 -0.001 -2.127
Cl -3.983 -1.345 -1.056
H -6.529 -0.265 -1.999
H -6.034 0.595 -3.425
H -4.461 0.938 -1.578
H -3.650 0.110 -2.875
Cl 2.891 -1.096 4.479
C 2.934 0.298 5.594
C 1.660 1.094 5.586
Cl 0.188 0.127 5.872
H 3.714 0.936 5.173
H 3.319 -0.046 6.548
H 1.563 1.594 4.630
H 1.712 1.799 6.411
```

## Properties
**Largest force on an atom**: 1.44 eV Å⁻¹
**HOMO level**: -8.91 eV
**Lowest unoccupied orbital energy**: 0.10 eV
**Charge**: 0
**Energy**: -183392.2521 eV
**Frontier orbital gap**: 9.01 eV

Löwdin atomic charge list, values in e, 5 entries:
1. C -0.084
2. N 0.040
3. C -0.516
4. C 0.011
5. O -0.030